This record from OMol25 describes a 2-piece molecular cluster, C4H6S4 overall in a non-equilibrium geometry. The level of theory is wB97M-V/def2-TZVPD.

Summary:
Energy above the lowest of the compared OMol25 structures with the same formula, charge and spin in kcal/mol: 123.01
Gap between HOMO and LUMO (spin up / spin down) in eV: 7.01 / 6.22
Energy in eV: -47580.51430

Geometry as ORCA input:
```
! wB97M-V def2-TZVPD RIJCOSX def2/J DEFGRID3
* xyz 0 1
C -0.47672 0.18817 0.34900
C -1.07246 -0.91742 0.06736
C 0.87696 0.24760 -0.33222
C -0.38771 -2.03780 -0.41813
S 1.30709 -1.36276 -0.99139
S -3.41269 1.43897 -0.42568
S 2.23623 0.84997 0.79837
S -0.03376 -3.08650 0.99221
H -0.90760 1.09416 0.64675
H 0.84569 1.06276 -1.24917
H -0.90430 -2.62317 -1.11276
H -2.65831 2.25038 0.40013
H 1.38457 1.13981 1.81418
H -0.77414 -2.39426 1.75887
*
```

This record from OMol25 describes one molecule with the formula C4H9N3O in a non-equilibrium geometry. The level of theory is wB97M-V/def2-TZVPD.

Summary:
Energy above the lowest of the compared OMol25 structures with the same formula, charge and spin in kcal/mol: 130.70
Gap between HOMO and LUMO in eV: 8.97
Energy in eV: -10806.79404

Geometry as ORCA input:
```
! wB97M-V def2-TZVPD RIJCOSX def2/J DEFGRID3
* xyz 0 1
C -2.49095 -0.56274 0.19192
C -1.61564 0.72999 0.03317
C -0.30847 0.96633 0.00620
N 0.90691 0.25493 0.15466
N 0.72861 -1.15715 -0.20267
C 2.07045 0.95503 -0.02047
N 3.27655 0.61034 0.08795
O 3.45456 -0.80284 0.11371
H -3.52618 -0.53075 -0.49240
H -1.97308 -1.48523 -0.29790
H -2.97736 -0.78216 1.20099
H -2.20488 1.72784 -0.25843
H -0.06549 2.09000 -0.15319
H 0.07926 -1.56970 0.53231
H 0.10836 -1.11122 -1.08902
H 1.88393 2.04032 0.00512
H 2.65341 -1.37297 0.18807
*
```

This record from OMol25 describes a 3-piece molecular cluster, C18H36ClN5O4 overall in a non-equilibrium geometry. The level of theory is wB97M-V/def2-TZVPD.

Summary:
Gap between HOMO and LUMO in eV: 9.59
Energy in eV: -47409.34397

Geometry as ORCA input:
```
! wB97M-V def2-TZVPD RIJCOSX def2/J DEFGRID3
* xyz 0 1
H 2.68050 2.34611 3.57036
N 2.44195 1.41587 3.95675
C 2.90732 0.48349 3.13710
C 3.69848 0.97290 1.84236
C 2.86153 0.80458 0.45375
C 2.05600 -0.60096 0.42326
C 1.35694 -0.89389 -0.98215
C 1.06966 -2.48018 -1.17493
C 0.34932 -3.14885 0.10876
C 1.29614 -4.33078 0.69412
N 2.33156 -3.79593 1.62668
C 1.92217 2.05316 0.11304
C 0.47593 2.02782 0.77524
C -0.69607 2.81148 -0.03741
N 0.14793 1.47291 1.92104
H -0.87614 1.62854 2.07650
O 3.91629 0.63282 -0.58264
C 4.45255 1.87064 -0.97428
O 5.24819 2.57196 -0.34149
Cl 3.97958 2.50974 -2.64755
H 2.72792 -0.59401 3.44317
H 4.10154 2.04678 1.95654
H 4.64419 0.31872 1.73210
H 2.84991 -1.42487 0.58738
H 1.31820 -0.70797 1.27956
H 2.05321 -0.60230 -1.85311
H 0.38551 -0.30462 -1.14154
H 2.04671 -3.04765 -1.39414
H 0.36470 -2.65377 -2.06866
H 0.05620 -2.39658 0.91500
H -0.62950 -3.68387 -0.18821
H 0.65156 -5.11142 1.25579
H 1.81782 -4.91629 -0.14073
H 2.96227 -4.55834 1.91860
H 1.86632 -3.39611 2.45562
H 2.42656 3.02896 0.47458
H 1.74772 2.20766 -1.01736
H -1.42746 3.24117 0.74385
H -0.29568 3.72551 -0.60785
H -1.28261 2.13387 -0.73961
C -4.41827 -1.25827 3.16813
N -4.29807 -0.05993 2.36296
C -5.03480 0.02598 1.11665
C -3.51513 0.98864 2.73894
O -3.36560 2.02220 2.11281
H -4.08232 -2.11711 2.58157
H -5.46554 -1.39551 3.44922
H -3.81237 -1.18408 4.07232
H -4.33077 0.16895 0.29326
H -5.70664 0.88687 1.15608
H -5.61320 -0.88333 0.95087
H -3.00189 0.81978 3.69950
C -0.60602 1.84197 -4.61350
N -1.37454 0.76850 -4.01684
C -2.80027 0.69843 -4.27297
C -0.79992 -0.17763 -3.22229
O -1.38738 -1.10252 -2.69233
H -1.00255 2.79988 -4.26708
H -0.69472 1.78233 -5.70128
H 0.44693 1.76979 -4.33630
H -3.33830 0.75506 -3.32351
H -3.03220 -0.25689 -4.74994
H -3.11314 1.51753 -4.92124
H 0.28337 -0.03152 -3.09401
*
```

This record from OMol25 describes a 2-piece molecular cluster, C4H8ClN2 overall in a non-equilibrium geometry. The level of theory is wB97M-V/def2-TZVPD.

Summary:
Energy above the lowest of the compared OMol25 structures with the same formula, charge and spin in kcal/mol: 162.69
Gap between HOMO and LUMO (spin up / spin down) in eV: 7.33 / 7.30
Energy in eV: -19767.27960

Geometry as ORCA input:
```
! wB97M-V def2-TZVPD RIJCOSX def2/J DEFGRID3
* xyz 1 1
C 0.72255 -3.01284 1.98025
C -0.74239 2.05178 -0.54407
C 0.20422 -0.13105 -1.33406
C 0.13099 0.92000 -0.18230
N -0.09414 0.30263 0.98596
N -0.16098 -0.47069 1.74428
Cl -0.33137 -4.01479 2.62413
H -0.41886 2.73849 -1.21515
H -1.77090 1.72329 -0.98354
H -1.06586 2.68231 0.27492
H 0.29928 0.53285 -2.22894
H -0.68678 -0.68005 -1.28781
H 1.22201 -0.63084 -1.19204
H 1.04483 1.38450 -0.08369
H 1.64739 -3.39560 1.44206
*
```